No. 1
ORCA calculation (wB97M-V/def2-TZVPD) on a structure of composition C8H4F24N5O16S8 in a non-equilibrium geometry.

Computed properties:
Energy above the lowest of the compared OMol25 structures with the same formula, charge and spin = 48.4 kcal/mol
Kohn-Sham gap = 8.4 eV
Charge = -3

XYZ file:
```
65
Properties=species:S:1:pos:R:3:nbo_charge:R:1
N -11.44502 5.78514 -12.57866 -0.93
H -12.13646 5.45333 -13.26764 0.47
H -11.84172 5.58130 -11.66119 0.43
H -11.32065 6.83042 -12.61545 0.46
H -10.57748 5.21315 -12.74095 0.45
C -14.21760 3.06345 -15.71106 0.77
F -13.09002 3.21482 -16.39571 -0.32
F -15.10859 2.55331 -16.57010 -0.33
F -14.01823 2.22103 -14.70535 -0.31
S -14.79903 4.77032 -15.02928 2.17
O -13.67643 5.26989 -14.25600 -0.98
O -15.04412 5.50351 -16.24867 -0.94
N -16.20544 4.39659 -14.21668 -1.14
S -16.50054 5.66722 -13.36130 2.19
O -15.67944 5.80640 -12.17783 -0.92
O -16.62754 6.87814 -14.15307 -0.96
C -18.25040 5.35262 -12.76151 0.74
F -18.56338 6.32387 -11.89414 -0.32
F -19.12541 5.49702 -13.77255 -0.34
F -18.40356 4.15733 -12.23392 -0.29
C -17.72354 -0.78946 -10.17024 0.74
F -18.63452 -1.30962 -9.36529 -0.32
F -16.50036 -1.04836 -9.70934 -0.32
F -17.79036 -1.32819 -11.38802 -0.32
S -17.86557 1.13851 -10.29584 2.13
O -18.90409 1.26243 -11.29385 -0.94
O -18.17931 1.65454 -8.98731 -0.90
N -16.30572 1.43215 -11.06243 -1.11
S -15.58178 2.35233 -10.02906 2.17
O -16.21395 3.65820 -9.88120 -0.95
O -15.26044 1.72600 -8.76097 -0.97
C -13.95581 2.72788 -10.95895 0.76
F -14.21209 3.27310 -12.16547 -0.32
F -13.20527 3.65323 -10.34730 -0.32
F -13.32622 1.57008 -11.08458 -0.31
C -12.63122 8.92191 -14.81094 0.76
F -13.75201 8.84162 -14.11764 -0.30
F -12.32617 7.74405 -15.29220 -0.29
F -12.80423 9.82879 -15.77206 -0.32
S -11.27541 9.52834 -13.62379 2.16
O -10.05435 9.09923 -14.28647 -0.94
O -11.41859 10.93357 -13.42561 -0.91
N -11.61819 8.53965 -12.24796 -1.23
S -11.56787 9.44308 -10.98500 2.22
O -10.34333 10.18128 -10.76579 -0.95
O -12.80387 10.13190 -10.70641 -0.94
C -11.44472 8.05745 -9.67011 0.74
F -10.20341 7.60526 -9.67593 -0.32
F -11.73328 8.58854 -8.48328 -0.32
F -12.28334 7.06172 -9.89471 -0.32
C -8.23862 3.83892 -10.36768 0.76
F -8.83973 5.02666 -10.13636 -0.33
F -6.95121 4.03548 -10.55435 -0.30
F -8.51866 3.06010 -9.33768 -0.31
S -9.01684 3.07250 -11.93788 2.13
O -8.00781 2.06307 -12.25443 -0.93
O -10.30722 2.58312 -11.49737 -0.89
N -8.96819 4.38737 -13.00557 -1.18
S -8.78231 3.69498 -14.39695 2.18
O -7.35938 3.49930 -14.62078 -0.96
O -9.59340 2.55207 -14.77722 -0.93
C -9.30057 4.99777 -15.67693 0.75
F -8.63978 6.12904 -15.43666 -0.32
F -8.99683 4.61731 -16.90805 -0.31
F -10.59937 5.26239 -15.55310 -0.31
```

=====

No. 2
ORCA calculation (wB97M-V/def2-TZVPD) on a structure of composition C8H4NO6Pt.

Computed properties:
Kohn-Sham gap (spin up / spin down) = 8.9 / 6.5 eV
2S+1 = 5
Charge = +1

XYZ file:
```
20
Properties=species:S:1:pos:R:3:nbo_charge:R:1
Pt -0.49710 -0.16904 -2.02485 1.57
O -2.75454 2.36732 0.10284 -0.46
C -2.07585 1.44794 -0.22242 0.73
O -2.06883 0.88115 -1.44252 -0.66
C -1.13899 0.73995 0.73246 0.11
C -1.05825 0.95482 2.10089 -0.15
C -0.18309 0.16789 2.83243 -0.12
C 0.57579 -0.81821 2.19917 -0.16
C 0.43527 -0.95478 0.83439 0.08
N -0.39328 -0.17815 0.14481 -0.44
C 1.08374 -1.96548 -0.06769 0.70
O 1.93306 -2.76025 0.50180 -0.05
O 0.83265 -2.01720 -1.26313 -0.57
H -1.67816 1.71425 2.55726 0.28
H -0.09502 0.30482 3.90153 0.26
H 1.24627 -1.45659 2.75784 0.26
O 1.34147 1.05240 -2.34732 -0.58
C 1.50092 0.44963 -3.44209 0.64
O 0.66789 -0.45881 -3.74496 -0.63
H 2.32604 0.69836 -4.11045 0.18
```

=====

No. 3
ORCA calculation (wB97M-V/def2-TZVPD) on a cluster of 2 separate species, C8H5Cl2NS in total in a non-equilibrium geometry.

Computed properties:
Energy above the lowest of the compared OMol25 structures with the same formula, charge and spin = 67.3 kcal/mol
Kohn-Sham gap (spin up / spin down) = 7.2 / 7.2 eV

XYZ file:
```
17
Properties=species:S:1:pos:R:3:nbo_charge:R:1
C 3.73363 -2.02248 0.14747 0.03
C -2.57286 -0.07559 -1.06630 -0.16
C -1.74378 -1.09967 -0.64256 -0.23
C -2.28823 1.22863 -0.63193 -0.22
C -0.60753 -0.86506 0.12821 -0.13
C -1.12572 1.50161 0.04206 -0.17
C -0.21448 0.47899 0.46493 -0.25
C 1.07701 0.94204 0.89003 -0.04
N 2.81240 -2.68497 0.30657 -0.28
S 5.00534 -0.87716 -0.07886 0.34
Cl 1.03402 2.34217 1.73938 0.08
Cl 4.44105 0.71671 1.08402 -0.09
H -3.43601 -0.35008 -1.72900 0.22
H -2.05093 -2.10163 -0.88998 0.22
H -3.11001 1.96771 -0.72967 0.22
H 0.10226 -1.62872 0.39114 0.24
H -1.05614 2.52750 0.57450 0.22
```

=====

No. 4
ORCA calculation (wB97M-V/def2-TZVPD) on a structure of composition C8H5CrF6N3O6S2.

Computed properties:
Energy above the lowest of the compared OMol25 structures with the same formula, charge and spin = 2.9 kcal/mol
Kohn-Sham gap (spin up / spin down) = 8.9 / 9.2 eV
2S+1 = 5

XYZ file:
```
31
Properties=species:S:1:pos:R:3:nbo_charge:R:1
Cr -0.51661 0.16754 -0.00491 1.34
O -1.43604 -1.27494 1.01862 -0.56
N -1.81320 -2.29335 0.33417 0.18
N -1.56244 -2.19424 -0.90010 0.15
O -1.00157 -1.10927 -1.41202 -0.63
C -1.92201 -3.25624 -1.79809 0.16
C -2.55854 -4.39119 -1.31306 -0.23
C -2.89065 -5.39453 -2.20567 -0.20
C -2.59147 -5.26627 -3.55638 -0.20
C -1.95512 -4.12535 -4.01741 -0.20
C -1.61438 -3.10700 -3.13892 -0.23
H -2.78702 -4.48179 -0.26203 0.24
H -3.38770 -6.28353 -1.84169 0.22
H -2.85510 -6.05672 -4.24604 0.22
H -1.71870 -4.02090 -5.06763 0.22
H -1.11767 -2.21113 -3.47745 0.25
F -0.09228 5.28703 1.88014 -0.29
C -0.71341 4.12893 1.73094 0.74
F -1.42533 4.14888 0.60466 -0.31
F -1.52748 3.92433 2.75723 -0.30
S 0.51273 2.75575 1.65922 2.27
O -0.34410 1.57765 1.45761 -0.99
O 1.24640 2.79742 2.87214 -0.86
N 1.34455 3.15912 0.39671 -1.22
S 1.62805 2.29900 -0.87181 2.28
O 2.83852 2.66195 -1.51083 -0.86
O 1.36586 0.87081 -0.65236 -0.99
C 0.27686 2.74046 -2.04667 0.72
F 0.10910 4.04318 -2.15015 -0.29
F -0.86822 2.18632 -1.57117 -0.34
F 0.51780 2.21585 -3.23687 -0.29
```

=====

No. 5
ORCA calculation (wB97M-V/def2-TZVPD) on an isolated molecule of C8H5FO2 in a non-equilibrium geometry.

Computed properties:
Energy above the lowest of the compared OMol25 structures with the same formula, charge and spin = 24.1 kcal/mol
SMILES string = O=CC(=O)c1ccc(F)cc1
Kohn-Sham gap = 8.6 eV

XYZ file:
```
16
Properties=species:S:1:pos:R:3:nbo_charge:R:1
O 1.33279 -3.63088 1.14249 -0.43
C 1.09058 -2.69699 0.44060 0.35
C -0.05560 -1.83380 0.78487 0.43
O -0.98281 -2.23964 1.38969 -0.47
C -0.13786 -0.47739 0.14726 -0.14
C -1.13653 0.49363 0.75309 -0.15
C -1.17338 1.77017 0.30371 -0.27
C -0.30200 2.27554 -0.66733 0.43
F -0.44630 3.46416 -1.08740 -0.28
C 0.62704 1.39445 -1.18120 -0.30
C 0.74896 0.07676 -0.81917 -0.15
H 1.71920 -2.24399 -0.39025 0.10
H -1.81483 0.07021 1.39765 0.23
H -2.08470 2.49364 0.87835 0.23
H 1.25209 1.65970 -2.04720 0.23
H 1.36335 -0.57558 -1.04518 0.18
```

=====

No. 6
ORCA calculation (wB97M-V/def2-TZVPD) on a cluster of 2 separate species, C8H5INO4 in total in a non-equilibrium geometry.

Computed properties:
Energy above the lowest of the compared OMol25 structures with the same formula, charge and spin = 9.9 kcal/mol
Kohn-Sham gap = 6.9 eV
Charge = -1

XYZ file:
```
19
Properties=species:S:1:pos:R:3:nbo_charge:R:1
C -2.44393 -1.29622 -0.13485 -0.26
C -1.51149 -2.12608 0.44573 -0.21
C -2.05040 -0.11910 -0.73655 -0.22
C -0.13969 -1.81648 0.51515 -0.22
C -0.70952 0.17959 -0.74463 -0.22
C 0.23990 -0.56700 -0.01151 -0.08
C 0.99949 2.82802 0.94279 1.02
C 1.64121 -0.14383 -0.09643 -0.06
N 2.16750 0.97983 -0.58087 0.38
O 1.14781 3.95591 0.83097 -0.59
O 1.37929 2.01238 -0.78226 -0.57
O 0.79577 1.90426 1.64320 -0.62
O 3.34476 1.09802 -0.88789 -0.51
I 3.10845 -1.61259 0.21833 0.09
H -3.47414 -1.36661 0.02280 0.19
H -2.00982 -3.02486 0.86149 0.20
H -2.66178 0.46312 -1.41117 0.20
H 0.35811 -2.50138 1.04904 0.21
H -0.18153 1.15301 -1.14333 0.28
```

=====

No. 7
ORCA calculation (wB97M-V/def2-TZVPD) on a structure of composition C8H5N2O5V in a non-equilibrium geometry.

Computed properties:
Energy above the lowest of the compared OMol25 structures with the same formula, charge and spin = 0.0 kcal/mol
Kohn-Sham gap (spin up / spin down) = 6.8 / 6.8 eV
2S+1 = 3
Charge = +2

XYZ file:
```
21
Properties=species:S:1:pos:R:3:nbo_charge:R:1
O -0.66357 -3.01800 -2.90503 -0.38
C -0.72833 -2.13254 -2.20158 0.45
V -1.29193 0.61314 -0.13334 0.13
C -1.29511 2.01509 1.06782 0.56
O -1.24411 2.89176 1.86292 -0.26
C -3.10219 1.21109 -0.63525 0.56
O -4.13424 1.72080 -0.80986 -0.26
C -1.59106 -1.00301 1.01278 0.60
O -1.69366 -1.83527 1.83388 -0.27
C -0.24714 1.25568 -1.73226 0.59
O 0.45582 1.75178 -2.53602 -0.27
H -2.45507 -0.03963 -1.06298 0.21
N 1.41189 0.62063 1.04365 -0.32
C 2.62282 0.11614 1.28988 0.06
C 2.71302 -1.07759 0.58341 -0.28
C 1.47136 -1.22868 -0.07211 0.03
N 0.68325 -0.16255 0.22586 -0.39
H 1.04917 1.48211 1.41095 0.42
H 3.32865 0.62203 1.94039 0.28
H 3.54802 -1.76117 0.53532 0.29
H 1.16240 -2.04179 -0.71843 0.25
```

=====

No. 8
ORCA calculation (wB97M-V/def2-TZVPD) on an isolated molecule of C8H5N3O2 in a non-equilibrium geometry.

Computed properties:
Energy above the lowest of the compared OMol25 structures with the same formula, charge and spin = 87.6 kcal/mol
SMILES string = N#C\C=C/C=C\C=C(/C#N)[N+](=O)[O-]
Kohn-Sham gap = 8.2 eV

XYZ file:
```
18
Properties=species:S:1:pos:R:3:nbo_charge:R:1
N 2.10143 0.26108 1.38071 -0.29
C 1.86888 -0.38979 0.47678 0.25
C 1.61377 -1.10592 -0.71223 -0.31
C 0.49829 -1.72775 -1.02602 -0.14
C -0.63456 -1.86921 -0.17405 -0.15
C -1.09410 -0.95358 0.73879 -0.22
C -0.78797 0.35350 0.97346 -0.09
C -0.52647 1.34989 0.15065 -0.08
C -0.53750 1.18764 -1.24809 0.27
N -0.63736 0.80369 -2.31400 -0.27
N -0.33418 2.65557 0.63252 0.53
O -0.36322 2.83915 1.80903 -0.35
O -0.22499 3.49839 -0.24737 -0.37
H 2.60545 -1.19172 -1.34199 0.27
H 0.40989 -2.39560 -2.03749 0.25
H -1.08063 -2.74807 -0.31296 0.21
H -2.05485 -1.28203 1.30102 0.24
H -0.82189 0.71475 1.95123 0.26
```